[1]
C31H65BBrIN5O5 | the ωB97M-V functional and the def2-TZVPD basis

**Frontier orbital gap**: 6.13 eV
**Highest occupied orbital energy**: -10.80 eV
**Max |F|**: 2.89 eV/A
**Net charge**: +1

Atoms and positions in Å:
C  1.173  -0.543  2.369
C  1.076  -1.504  1.077
C  1.724  -0.798  -0.185
Br  3.666  -1.316  -0.156
C  1.033  -1.085  -1.579
C  1.918  -0.888  -2.881
C  2.206  0.608  -3.289
C  3.215  1.403  -2.373
C  4.752  1.192  -2.717
C  5.536  2.520  -2.289
C  5.077  3.114  -0.904
C  5.989  4.365  -0.450
C  5.079  5.687  -0.445
C  4.409  5.976  0.967
C  4.787  7.430  1.517
C  3.561  8.444  1.534
C  3.434  9.257  2.908
O  3.718  10.653  2.752
C  2.513  11.378  2.492
C  -0.335  -0.318  -1.924
C  -0.545  1.099  -1.201
C  -1.007  0.983  0.314
N  -1.529  -1.264  -1.893
I  -2.167  -1.316  -3.890
C  -0.971  -2.506  -1.404
N  -1.798  -3.412  -0.946
B  -3.323  -3.261  -0.923
C  -3.925  -2.221  0.146
O  -4.167  -4.022  -1.770
N  0.439  -2.475  -1.457
C  1.137  -3.580  -2.151
C  0.789  -5.019  -1.568
C  1.144  -5.191  -0.032
O  0.039  -5.576  0.802
H  1.802  -1.047  3.159
H  0.162  -0.372  2.831
H  1.663  0.440  2.144
H  -0.007  -1.768  0.980
H  1.735  -2.384  1.333
H  1.727  0.311  0.032
H  2.883  -1.472  -2.872
H  1.314  -1.341  -3.731
H  2.657  0.576  -4.330
H  1.280  1.249  -3.397
H  3.094  1.246  -1.269
H  3.005  2.505  -2.549
H  4.822  1.036  -3.831
H  5.129  0.291  -2.165
H  5.479  3.281  -3.124
H  6.642  2.284  -2.183
H  4.021  3.526  -0.913
H  5.078  2.327  -0.091
H  6.281  4.204  0.631
H  6.868  4.472  -1.136
H  5.739  6.536  -0.798
H  4.241  5.625  -1.201
H  4.747  5.202  1.725
H  3.279  5.899  0.945
H  5.563  7.881  0.834
H  5.248  7.368  2.546
H  2.574  7.948  1.303
H  3.706  9.243  0.742
H  4.129  8.821  3.689
H  2.394  9.171  3.349
H  2.011  10.953  1.575
H  1.772  11.350  3.339
H  2.726  12.461  2.265
H  -0.382  0.021  -2.998
H  0.430  1.668  -1.257
H  -1.291  1.669  -1.819
H  -0.254  1.536  0.952
H  -1.199  -0.061  0.669
H  -1.972  1.551  0.431
H  -1.429  -4.289  -0.564
H  -3.292  -2.162  1.081
H  -4.992  -2.469  0.410
H  -3.938  -1.203  -0.336
H  -4.716  -3.401  -2.276
H  0.839  -3.612  -3.247
H  2.263  -3.498  -2.101
H  -0.277  -5.311  -1.819
H  1.427  -5.759  -2.142
H  1.628  -4.246  0.337
H  1.915  -6.006  0.058
H  -0.422  -4.780  1.117
C  -8.478  0.050  0.867
C  -7.738  -0.979  1.681
O  -6.526  -0.926  1.853
N  -8.459  -1.989  2.234
C  -9.887  -2.226  2.148
H  -7.771  0.788  0.494
H  -8.965  -0.425  0.014
H  -9.217  0.560  1.487
H  -7.897  -2.638  2.764
H  -10.299  -2.228  3.159
H  -10.049  -3.207  1.697
H  -10.392  -1.469  1.555
C  -4.643  -8.380  0.168
C  -3.871  -9.378  0.991
O  -4.174  -10.558  1.031
N  -2.804  -8.924  1.706
C  -2.289  -7.572  1.789
H  -5.459  -8.890  -0.341
H  -5.066  -7.607  0.812
H  -3.993  -7.929  -0.585
H  -2.337  -9.648  2.231
H  -1.253  -7.577  1.449
H  -2.318  -7.258  2.835
H  -2.865  -6.875  1.186

=====

[2]
C3H8O2 | the ωB97M-V functional and the def2-TZVPD basis

**Frontier orbital gap**: 9.61 eV
**Highest occupied orbital energy**: -8.71 eV
**Max |F|**: 4.19 eV/A
**Energy above the lowest of the compared OMol25 structures with the same formula, charge and spin**: 396.49 kJ/mol
**Net charge**: 0

Atoms and positions in Å:
C  0.626  1.499  0.554
C  -0.501  0.221  -0.080
O  0.661  0.178  -1.008
C  -0.598  -1.254  0.428
O  -0.589  -2.170  -0.658
H  1.039  1.003  1.422
H  -0.036  2.311  0.757
H  1.540  1.941  0.017
H  -1.436  0.343  -0.709
H  0.439  0.805  -1.701
H  0.244  -1.445  1.103
H  -1.526  -1.483  0.971
H  0.194  -1.952  -1.184